# 1
8
Properties=species:S:1:pos:R:3:lowdin_charge:R:1 method="wB97M-V/def2-TZVPD" gap_ha=0.394 energy_ev=-5220.205 spin_multiplicity=1 smiles=C#CCO lumo_energy_ev=0.772 largest_force_ev_per_a=1.77
C 1.8180 -0.2564 0.1486 0.1014
C 0.6234 -0.2347 0.3512 -0.1315
C -0.7925 -0.2848 0.0994 -0.2951
O -1.4573 0.9534 -0.0272 -0.0433
H 2.7434 -0.0534 0.6151 0.0204
H -1.4229 -0.8950 0.7469 0.1257
H -0.5843 -0.9174 -0.7893 0.1292
H -0.8317 1.6620 -0.2311 0.0932


# 2
46
Properties=species:S:1:pos:R:3:lowdin_charge:R:1 method="wB97M-V/def2-TZVPD" gap_ha=0.321 energy_ev=-31223.396 spin_multiplicity=1 lumo_energy_ev=0.419 largest_force_ev_per_a=1.58
C 4.0504 -5.2856 2.7003 -0.0935
O 3.4596 -4.1933 3.3601 -0.0858
C 2.1854 -3.8431 3.0264 -0.2768
C 1.3986 -4.4955 2.0849 -0.0164
C 0.1138 -4.0459 1.8273 -0.0265
C -0.4119 -2.9559 2.5007 -0.2322
C -1.7941 -2.4422 2.1868 -0.0431
C -1.6054 -1.2786 1.2312 -0.4862
O -1.5119 -1.3958 0.0298 0.0874
O -1.5180 -0.1561 1.9234 0.0125
N -1.0964 1.0900 1.4111 0.1277
C -1.5022 1.5787 0.3072 -0.3979
N -2.3951 1.0904 -0.5875 0.1867
C -0.9295 2.9456 0.0046 -0.0727
C -0.0445 2.8350 -1.2112 -0.1677
C 1.2274 2.3490 -1.0327 -0.0243
C 2.0986 2.1597 -2.1116 -0.0645
C 1.6875 2.4538 -3.3803 -0.0347
C 0.3897 2.9505 -3.6151 -0.1613
C -0.0450 3.2472 -4.9244 -0.0332
C -1.3033 3.7216 -5.1600 -0.0818
C -2.1808 3.9283 -4.0862 -0.0790
C -1.7900 3.6523 -2.8055 -0.0454
C -0.4991 3.1494 -2.5204 -0.1187
C 0.3825 -2.3005 3.4366 -0.0241
C 1.6615 -2.7380 3.7003 0.0053
H 5.0541 -5.3720 3.1137 0.0921
H 3.5018 -6.2146 2.8879 0.0947
H 4.1180 -5.1153 1.6208 0.0953
H 1.7710 -5.3499 1.5420 0.1017
H -0.4832 -4.5569 1.0863 0.1177
H -2.2911 -2.0901 3.0897 0.1263
H -2.3888 -3.2090 1.6920 0.1269
H -2.4380 1.5591 -1.4795 0.0865
H -2.4988 0.0826 -0.6325 0.0789
H -1.7455 3.6519 -0.1394 0.1120
H -0.3427 3.2599 0.8664 0.1220
H 1.5566 2.0991 -0.0348 0.1191
H 3.0913 1.7758 -1.9300 0.1047
H 2.3462 2.3068 -4.2240 0.1107
H 0.6444 3.0890 -5.7414 0.1117
H -1.6287 3.9442 -6.1653 0.1024
H -3.1726 4.3116 -4.2769 0.1036
H -2.4882 3.8370 -2.0021 0.1019
H -0.0074 -1.4365 3.9536 0.1198
H 2.2842 -2.2376 4.4247 0.1181


# 3
57
Properties=species:S:1:pos:R:3:lowdin_charge:R:1 method="wB97M-V/def2-TZVPD" gap_ha=0.179 energy_ev=-53967.807 spin_multiplicity=1 lumo_energy_ev=4.746 total_charge=-2 largest_force_ev_per_a=0.23
Li -1.9855 -0.5791 0.5318 0.3943
C -6.0350 3.2348 -1.0495 -0.1158
C -6.0118 2.6666 0.3645 -0.3098
N -5.7340 1.2441 0.3889 -0.0848
C -4.3846 0.8152 0.4137 -0.9014
S -4.1786 -0.8259 1.0268 0.3356
N -3.5106 1.6476 -0.0129 -0.0530
N -2.1685 1.2528 0.0206 -0.1038
C -1.3566 2.1452 -0.5617 -0.3396
C -1.9701 3.2472 -1.3955 -0.0553
C 0.0277 2.0848 -0.4450 -0.2587
C 0.9380 3.1106 -0.8811 -0.0917
C 2.0015 3.4489 -0.1051 -0.1554
C 2.1156 2.8203 1.1971 -0.1423
C 1.4338 1.6840 1.4284 -0.1658
N 0.6576 1.0959 0.4172 -0.1171
H -6.2650 4.3050 -1.0332 0.0561
H -6.7871 2.7223 -1.6538 0.0602
H -5.0588 3.0910 -1.5093 0.0418
H -6.9896 2.8197 0.8339 0.0962
H -5.2626 3.2132 0.9510 0.0986
H -6.2723 0.7191 1.0578 0.0565
H -2.7133 2.8274 -2.0747 0.0604
H -1.2203 3.7895 -1.9661 0.0445
H -2.4993 3.9544 -0.7537 0.0722
H 0.7600 3.6652 -1.7980 0.0805
H 2.6977 4.2211 -0.4112 0.0670
H 2.7288 3.2505 1.9800 0.0764
H 1.5117 1.1554 2.3752 0.0942
C -0.3146 -1.0470 -1.3229 -0.1735
Si 0.7566 -0.6351 0.1634 0.5057
C 0.1076 -1.3781 1.7814 -0.1775
C 2.5516 -1.1528 -0.1050 -0.2438
C 3.4466 -0.1169 -0.4053 -0.1053
C 4.7916 -0.3645 -0.6419 -0.1213
C 5.2597 -1.6677 -0.5761 -0.1267
C 4.3741 -2.7027 -0.3068 -0.1375
C 3.0075 -2.4947 -0.0837 -0.3151
Si 1.8049 -4.0357 0.1183 0.5332
C 2.8401 -5.3967 -0.8192 -0.3565
C 2.3495 -4.5332 1.9240 -0.3215
H -0.6006 -0.1392 -1.8572 0.0243
H -1.2095 -1.6425 -1.1154 0.0182
H 0.2862 -1.6845 -1.9743 0.0214
H 0.7050 -0.9572 2.5962 0.0264
H 0.2570 -2.4579 1.7794 -0.0246
H -0.9348 -1.1872 2.0704 -0.0009
H 3.0828 0.9021 -0.4638 0.0736
H 5.4628 0.4554 -0.8759 0.0843
H 6.3112 -1.8814 -0.7484 0.0814
H 4.7613 -3.7165 -0.2835 0.0688
H 3.8319 -5.6116 -0.3969 -0.0151
H 2.9706 -5.1306 -1.8737 -0.0076
H 2.2671 -6.3301 -0.7927 -0.0193
H 3.4426 -4.6009 2.0163 -0.0039
H 1.9249 -5.5080 2.1894 -0.0127
H 1.9973 -3.8112 2.6677 -0.0145


# 4
11
Properties=species:S:1:pos:R:3:lowdin_charge:R:1 method="wB97M-V/def2-TZVPD" gap_ha=0.401 energy_ev=-19920.841 spin_multiplicity=1 smiles=F[C@@H](Cl)[C@@H]1CN1 lumo_energy_ev=0.941 largest_force_ev_per_a=1.60
F 0.7169 -0.9898 1.9686 -0.0177
C 0.1079 -1.0195 0.7531 -0.7216
Cl -1.2605 -2.1564 0.7842 0.6424
C -0.2799 0.3751 0.3567 -0.3174
C -0.2804 0.8008 -1.0602 -0.1618
N 0.7795 1.2097 -0.2024 0.0385
H 0.7729 -1.4079 0.0410 0.0863
H -1.0645 0.8681 0.9673 0.1527
H -0.1181 0.0900 -1.8143 0.0941
H -0.9868 1.5520 -1.3890 0.1073
H 1.6130 0.6781 -0.4049 0.0970


What did the second record say?
46
Properties=species:S:1:pos:R:3:lowdin_charge:R:1 method="wB97M-V/def2-TZVPD" gap_ha=0.321 energy_ev=-31223.396 spin_multiplicity=1 lumo_energy_ev=0.419 largest_force_ev_per_a=1.58
C 4.0504 -5.2856 2.7003 -0.0935
O 3.4596 -4.1933 3.3601 -0.0858
C 2.1854 -3.8431 3.0264 -0.2768
C 1.3986 -4.4955 2.0849 -0.0164
C 0.1138 -4.0459 1.8273 -0.0265
C -0.4119 -2.9559 2.5007 -0.2322
C -1.7941 -2.4422 2.1868 -0.0431
C -1.6054 -1.2786 1.2312 -0.4862
O -1.5119 -1.3958 0.0298 0.0874
O -1.5180 -0.1561 1.9234 0.0125
N -1.0964 1.0900 1.4111 0.1277
C -1.5022 1.5787 0.3072 -0.3979
N -2.3951 1.0904 -0.5875 0.1867
C -0.9295 2.9456 0.0046 -0.0727
C -0.0445 2.8350 -1.2112 -0.1677
C 1.2274 2.3490 -1.0327 -0.0243
C 2.0986 2.1597 -2.1116 -0.0645
C 1.6875 2.4538 -3.3803 -0.0347
C 0.3897 2.9505 -3.6151 -0.1613
C -0.0450 3.2472 -4.9244 -0.0332
C -1.3033 3.7216 -5.1600 -0.0818
C -2.1808 3.9283 -4.0862 -0.0790
C -1.7900 3.6523 -2.8055 -0.0454
C -0.4991 3.1494 -2.5204 -0.1187
C 0.3825 -2.3005 3.4366 -0.0241
C 1.6615 -2.7380 3.7003 0.0053
H 5.0541 -5.3720 3.1137 0.0921
H 3.5018 -6.2146 2.8879 0.0947
H 4.1180 -5.1153 1.6208 0.0953
H 1.7710 -5.3499 1.5420 0.1017
H -0.4832 -4.5569 1.0863 0.1177
H -2.2911 -2.0901 3.0897 0.1263
H -2.3888 -3.2090 1.6920 0.1269
H -2.4380 1.5591 -1.4795 0.0865
H -2.4988 0.0826 -0.6325 0.0789
H -1.7455 3.6519 -0.1394 0.1120
H -0.3427 3.2599 0.8664 0.1220
H 1.5566 2.0991 -0.0348 0.1191
H 3.0913 1.7758 -1.9300 0.1047
H 2.3462 2.3068 -4.2240 0.1107
H 0.6444 3.0890 -5.7414 0.1117
H -1.6287 3.9442 -6.1653 0.1024
H -3.1726 4.3116 -4.2769 0.1036
H -2.4882 3.8370 -2.0021 0.1019
H -0.0074 -1.4365 3.9536 0.1198
H 2.2842 -2.2376 4.4247 0.1181


Copy entry 1 word for word.
8
Properties=species:S:1:pos:R:3:lowdin_charge:R:1 method="wB97M-V/def2-TZVPD" gap_ha=0.394 energy_ev=-5220.205 spin_multiplicity=1 smiles=C#CCO lumo_energy_ev=0.772 largest_force_ev_per_a=1.77
C 1.8180 -0.2564 0.1486 0.1014
C 0.6234 -0.2347 0.3512 -0.1315
C -0.7925 -0.2848 0.0994 -0.2951
O -1.4573 0.9534 -0.0272 -0.0433
H 2.7434 -0.0534 0.6151 0.0204
H -1.4229 -0.8950 0.7469 0.1257
H -0.5843 -0.9174 -0.7893 0.1292
H -0.8317 1.6620 -0.2311 0.0932